Record 1
12
Properties=species:S:1:pos:R:3 method="wB97M-V/def2-TZVPD" energy_ha=-302.4742 homo_lumo_gap_ev=7.3 total_charge=0 e_above_lowest_kcal_mol=137.3
O -1.6818 -1.8705 0.7597
N -1.0784 -1.4163 -0.4370
C -0.3093 -0.4476 -0.1246
C 0.5205 0.3993 -1.0644
N 1.0454 1.1380 0.1420
C 0.1459 0.2142 1.0461
H -2.2143 -2.6060 0.4434
H -0.0890 1.0771 -1.6727
H 1.2845 -0.0580 -1.6990
H 0.9870 2.1622 0.1236
H -0.3986 0.7182 1.8252
H 1.7879 0.6893 0.6576



Record 2
12
Properties=species:S:1:pos:R:3 method="wB97M-V/def2-TZVPD" energy_ha=-302.6293 homo_lumo_gap_ev=9.9 total_charge=0 e_above_lowest_kcal_mol=40.0
C 1.1664 -0.1923 0.2472
N -1.6601 0.1516 -0.9839
C -0.8089 -0.3070 0.0434
C 0.1921 0.8012 0.7445
O 2.4784 -0.2441 0.4478
N 0.4075 -1.0405 -0.3575
H 2.8271 -1.0519 0.0441
H -2.3675 -0.5232 -1.2430
H -1.1469 0.5527 -1.7598
H -1.3796 -0.8408 0.8033
H 0.1427 0.9576 1.8192
H 0.1489 1.7367 0.1947



Record 3
12
Properties=species:S:1:pos:R:3 method="wB97M-V/def2-TZVPD" energy_ha=-302.6098 homo_lumo_gap_ev=10.9 total_charge=0 e_above_lowest_kcal_mol=52.2
N 0.3426 0.3179 1.7443
C 0.4690 -0.3964 0.4896
C -0.9257 -0.7868 -0.0328
O -0.9673 0.4158 -0.8350
C 0.4236 0.4214 -0.7949
N 1.1301 0.7475 -1.7778
H 1.2256 0.7362 2.0177
H -0.3277 1.0752 1.6289
H 1.2319 -1.1748 0.5622
H -0.9118 -1.6556 -0.6989
H -1.7327 -0.8269 0.6935
H 0.3771 0.9764 -2.4362



Record 4
12
Properties=species:S:1:pos:R:3 method="wB97M-V/def2-TZVPD" energy_ha=-302.5647 homo_lumo_gap_ev=8.9 total_charge=0 e_above_lowest_kcal_mol=80.6
N 0.5391 -0.4687 2.4668
C 0.3740 -0.5353 1.1123
C -0.2581 0.2839 0.3303
C -0.1684 0.3239 -1.1651
N -0.8478 1.1557 -1.8478
O -0.8411 0.9750 -3.1955
H 1.0790 -1.2280 2.8653
H 0.4280 0.3009 3.1117
H 0.7060 -1.4443 0.6291
H -0.7452 1.1791 0.7554
H 0.3424 -0.5249 -1.7024
H -0.6078 -0.0175 -3.3601



Record 5
12
Properties=species:S:1:pos:R:3 method="wB97M-V/def2-TZVPD" energy_ha=-302.6376 homo_lumo_gap_ev=9.1 total_charge=0 e_above_lowest_kcal_mol=34.8
H 3.3417 -1.1053 -0.0826
N 2.3722 -1.4105 -0.0934
C 1.5956 -0.4058 -0.0212
N 0.2310 -0.5951 -0.0246
C -0.7415 0.3790 0.0576
C -2.0546 0.1681 -0.0949
O -0.2534 1.6199 0.3054
H 1.8862 0.6448 0.0528
H -0.0822 -1.5528 -0.1010
H -2.4512 -0.7729 -0.4263
H -2.7941 0.8777 0.2524
H -1.0496 2.1531 0.1758



Record 6
12
Properties=species:S:1:pos:R:3 method="wB97M-V/def2-TZVPD" energy_ha=-302.6037 homo_lumo_gap_ev=9.0 total_charge=0 e_above_lowest_kcal_mol=56.1
N 0.2485 2.1919 0.3064
C -0.6805 1.5398 0.0655
C -2.0504 1.0959 -0.2708
O -2.4293 -0.0384 -0.3728
H -2.7259 1.9535 -0.4281
C 1.6136 -0.7690 0.2279
N 0.1924 -0.9517 -0.0392
H 2.2655 -1.4919 -0.2818
H 1.9152 0.2425 -0.0711
H 1.7960 -0.8573 1.3026
H 0.0295 -1.2852 -0.9831
H -0.2275 -1.6289 0.5868



Record 7
12
Properties=species:S:1:pos:R:3 method="wB97M-V/def2-TZVPD" energy_ha=-302.4528 homo_lumo_gap_ev=9.5 total_charge=0 e_above_lowest_kcal_mol=150.8
C -0.7021 0.9165 -0.0067
C 1.3692 -0.0947 0.5804
C 2.5410 -0.4043 -0.2792
H -2.7700 -1.2133 -0.5886
H -2.9801 0.5184 -0.1171
H -1.3329 1.8306 0.0578
H 0.9021 -0.6399 1.6902
H 2.9492 0.0428 -1.6129
H 3.0835 -1.2509 0.2411
N -2.5391 -0.4521 0.0692
N -1.1594 -0.2803 -0.1050
O 0.6386 1.0270 0.0707



Record 8
12
Properties=species:S:1:pos:R:3 method="wB97M-V/def2-TZVPD" energy_ha=-302.5817 homo_lumo_gap_ev=11.3 total_charge=0 e_above_lowest_kcal_mol=69.9
N 0.5400 1.1080 0.7025
C 0.4406 -0.2462 0.3056
C -0.8664 -0.4807 -0.4759
O -1.9562 -0.4689 0.4124
C 1.6720 -0.4330 -1.5145
N 1.7684 -0.8551 -0.4083
H 1.3240 1.2855 1.3176
H 0.5707 1.7657 -0.0712
H 0.4582 -0.8972 1.1661
H -0.9909 0.2715 -1.2741
H -0.8468 -1.4646 -0.9458
H -2.0379 0.4259 0.7685



Number 1: E_HOMO -0.251 Eh. Number 2: E_HOMO -0.332 Eh. Number 3: E_HOMO -0.365 Eh. Number 4: E_HOMO -0.296 Eh. Number 5: E_HOMO -0.307 Eh. Number 6: E_HOMO -0.344 Eh. Number 7: E_HOMO -0.310 Eh. Number 8: E_HOMO -0.391 Eh.